{"formula": "C46H56BrF8IN4O4SbSr", "method": "ωB97M-V with the def2-TZVPD basis set", "symbols": ["I", "Sb", "Sr", "Br", "F", "F", "F", "F", "F", "F", "F", "F", "O", "O", "O", "O", "N", "N", "N", "N", "C", "C", "C", "C", "C", "C", "C", "C", "C", "C", "C", "C", "C", "C", "C", "C", "C", "C", "C", "C", "C", "C", "C", "C", "C", "C", "C", "C", "C", "C", "C", "C", "C", "C", "C", "C", "C", "C", "C", "C", "C", "C", "C", "C", "C", "C", "H", "H", "H", "H", "H", "H", "H", "H", "H", "H", "H", "H", "H", "H", "H", "H", "H", "H", "H", "H", "H", "H", "H", "H", "H", "H", "H", "H", "H", "H", "H", "H", "H", "H", "H", "H", "H", "H", "H", "H", "H", "H", "H", "H", "H", "H", "H", "H", "H", "H", "H", "H", "H", "H", "H", "H"], "positions_angstrom": [[3.1941, 4.8460, -0.1507], [-2.9392, 1.0894, -5.6267], [-0.7904, 2.0247, -2.7728], [-3.0296, 8.9433, -4.0019], [-2.5470, 3.2103, 4.9227], [-3.0243, 2.8390, -6.5093], [-1.0188, 1.4728, -5.3042], [-4.8069, 0.6284, -5.5818], [-2.3234, -0.6365, -5.0144], [-2.4682, 0.5555, -7.3855], [-5.9811, 1.8129, 1.9988], [-3.1012, 1.9772, -3.9437], [0.3560, -0.1988, -2.3751], [1.7415, 2.9812, -3.3239], [0.0175, 3.0710, -0.8112], [-1.6807, 0.0908, 1.4869], [0.6165, -0.3799, 0.3130], [0.1210, 4.2599, 1.1786], [-3.5116, 0.5839, -0.7038], [-0.9484, 4.7591, -3.9214], [-3.8133, 1.1853, 1.6057], [1.9839, -1.7897, -2.7960], [-0.6732, 5.6326, -2.9452], [-2.9518, 2.5350, 3.8534], [-5.2915, -0.5592, 0.4884], [0.6122, 3.4667, 0.2265], [-4.8942, -1.1485, -1.7422], [1.4178, -1.1776, -0.4125], [5.0561, -4.3615, -0.5456], [3.5393, -4.3211, -0.3199], [1.9829, 3.1151, 0.4484], [1.2271, -0.9623, -1.8866], [-2.0183, -2.0164, 3.8784], [-4.2930, 0.4204, 0.4113], [-2.8434, -2.5506, 2.6755], [-1.1260, 6.9731, -3.0318], [3.6556, -1.2060, 4.7661], [2.8647, -2.5648, -5.1220], [2.8680, -5.3934, -1.1971], [-5.6555, -1.2475, -0.5966], [1.4497, -0.3029, 3.9196], [-2.0207, 1.8960, 3.0643], [-0.8247, -1.1165, 3.4875], [2.1787, 0.0037, 6.3086], [1.8744, -1.6571, -4.3183], [0.2745, -0.9018, 4.3524], [-1.3147, -3.2123, 4.5785], [-4.6935, 1.9826, 2.3493], [2.1736, -0.2645, -4.8515], [-0.7448, -0.5173, 2.2451], [2.2845, -2.1128, 0.0299], [-1.9627, 7.2705, -4.0823], [-1.5304, 5.1518, -5.0144], [0.5875, -0.3480, 1.6472], [-3.0421, -1.3222, 4.8050], [-3.8100, -0.2378, -1.7222], [3.2828, 1.2668, 4.3547], [-2.0495, 6.4100, -5.1540], [1.6599, -0.1749, 2.5050], [0.4468, -2.1375, -4.6586], [-2.4723, 1.0601, 2.0233], [2.8231, -2.7752, -2.2041], [2.9068, -3.0293, -0.8437], [3.2525, -4.5265, 1.1640], [2.6023, -0.0406, 4.8555], [-4.3240, 2.6299, 3.5306], [-5.0504, 3.1861, 4.1947], [1.3225, 0.4277, -4.7520], [0.1533, -1.2056, 5.3760], [4.3054, -1.2702, 5.6439], [3.1115, 0.1722, -4.5279], [-2.5029, -0.8740, 5.6524], [-5.0631, -1.8032, -2.5488], [2.3833, -0.3033, -5.9457], [0.3844, -3.2308, -4.4986], [4.2963, -0.9618, 3.9061], [2.2160, -4.7599, 1.3860], [2.2961, -2.2288, 1.0548], [-0.9531, 7.7105, -2.2364], [0.7344, 4.6137, 1.8930], [2.1390, 3.3926, -2.5531], [5.4955, -5.3607, -0.3962], [1.7598, 3.7078, -3.9536], [4.0906, 1.6030, 5.0266], [3.7171, 1.1983, 3.2976], [5.3658, -3.9406, -1.5406], [1.4347, 0.7811, 6.5760], [3.6821, -3.8168, 1.9187], [-0.5362, -3.6310, 3.8466], [3.0110, 0.1186, 6.9935], [2.4146, 2.1936, 0.0141], [-3.1718, -0.1823, -2.5663], [3.7363, -5.4984, 1.4140], [2.8663, -3.6245, -4.8312], [-6.4982, -1.8791, -0.5783], [-0.8342, 4.6405, 1.1797], [-5.8615, -0.7097, 1.3851], [2.5900, 2.1161, 4.3443], [3.1591, -5.3334, -2.2217], [-3.6126, -3.2321, 3.0659], [-2.1466, -3.1245, 2.0217], [2.6807, -2.4397, -6.1588], [3.8425, -2.1471, -4.9494], [3.1981, -2.1730, 4.6290], [-3.5225, -0.5010, 4.2215], [-0.2129, 5.2380, -1.9762], [-0.3450, -1.6209, -4.1180], [5.6193, -3.7073, 0.1411], [3.4184, -3.4164, -2.8597], [-2.0580, -4.0383, 4.7365], [2.5178, 0.3245, 2.1075], [1.6544, -0.9366, 6.4664], [-3.1778, -1.6823, 2.0752], [-1.5518, 4.4250, -5.8421], [-2.7784, 6.5522, -5.9328], [3.0779, -6.3950, -0.8168], [0.2514, -2.0885, -5.7458], [-3.7831, -2.0258, 5.0886], [-0.9497, 1.8545, 3.3892], [2.1811, 3.1593, 1.5360], [1.7758, -5.2425, -1.1240], [-0.8041, -2.9840, 5.4898]], "atomic_forces_ev_per_a": [[-0.2, -0.5, -0.2], [1.2, -0.3, -2.4], [0.6, -1.3, -0.5], [1.0, -1.4, -0.2], [0.4, 0.2, 0.6], [-0.4, -1.1, 1.2], [-0.6, 0.4, 0.3], [1.5, 0.4, -0.1], [-1.2, 1.1, 0.2], [-0.6, -0.2, 0.6], [-0.2, 0.9, 0.2], [-0.1, -0.1, 0.5], [-0.9, 2.0, 0.1], [-0.3, 0.1, 0.0], [0.3, 1.2, 2.1], [-2.4, -0.1, -1.1], [0.2, 0.4, -1.5], [-1.6, 0.5, 0.0], [-1.4, -0.8, 0.5], [1.7, -1.2, 2.2], [0.3, -0.1, -0.5], [2.0, -1.0, 1.3], [-0.5, 0.8, 0.8], [-1.3, 0.6, -1.3], [0.3, 2.1, 1.7], [-1.9, -0.4, -2.0], [1.4, 1.3, 0.9], [-2.1, 3.5, -2.0], [1.1, 0.8, -0.5], [0.2, 1.0, -0.6], [3.2, -0.2, 1.5], [0.5, -1.6, -0.6], [0.0, 0.1, 0.7], [1.5, -0.6, -0.4], [1.8, 0.3, -0.3], [0.3, -0.7, 1.1], [0.2, 1.0, -0.6], [-0.2, 0.2, 1.9], [-0.9, -0.5, 1.6], [0.4, -0.7, -2.0], [-0.1, -0.8, -0.9], [1.1, -1.0, 0.6], [-1.2, 0.5, -0.5], [-1.1, 0.6, 0.2], [-0.3, -1.0, -0.2], [0.2, 0.0, -0.7], [-0.5, -1.5, -2.0], [0.7, -1.2, 0.7], [-0.5, 0.8, -1.4], [3.5, 0.6, 0.1], [1.5, -2.9, -1.5], [-0.3, 1.4, -0.2], [0.3, -0.5, -1.7], [-0.9, -0.7, 1.4], [1.4, 1.3, -0.9], [-1.2, -0.5, 0.6], [0.7, 0.4, -0.3], [-1.7, 0.4, 0.1], [-1.0, 0.4, 1.6], [0.0, -0.7, -1.0], [-0.5, 0.3, 0.8], [-0.7, 1.0, -2.0], [-0.3, 1.5, 2.1], [0.9, -1.6, 0.8], [1.2, 0.3, -0.4], [-0.3, 0.3, 0.2], [1.0, -0.8, -1.0], [0.5, -0.1, 0.3], [0.0, 0.0, 0.1], [-0.1, 0.2, 0.0], [0.0, 0.1, 0.9], [-0.5, -0.2, 0.0], [-0.1, -0.4, -1.1], [-0.6, -0.3, 0.4], [0.0, 0.4, 0.5], [-0.1, -0.5, 0.1], [-0.4, 0.6, -0.1], [0.4, -0.5, 2.1], [0.0, -0.5, -0.3], [0.0, -0.1, 0.0], [0.2, -0.1, 0.4], [-0.3, 0.2, -0.3], [-0.1, -0.1, -0.4], [-0.1, -0.4, -0.2], [-0.5, -0.1, 1.6], [-0.5, -0.8, 0.6], [0.3, -0.1, -0.4], [-0.5, -0.2, -1.1], [-1.0, 0.5, 1.0], [0.2, -0.2, 0.0], [-0.7, 0.6, 0.0], [0.5, 0.0, -0.8], [0.0, 0.4, 0.0], [-0.2, 0.3, -0.2], [-0.8, -0.8, 0.1], [0.7, -0.5, -0.3], [0.0, 0.2, 0.5], [-0.2, -0.2, 0.0], [0.2, 0.0, -0.6], [0.0, 0.5, -0.4], [-0.6, 0.2, 0.3], [-0.4, -0.1, -1.0], [0.7, -0.1, 0.1], [-0.3, -0.3, -0.1], [0.2, -0.5, 0.5], [-0.4, 0.6, -1.6], [0.2, -0.1, -0.1], [-0.5, -0.1, 0.1], [-0.3, 0.3, 0.1], [0.6, 0.7, 0.1], [0.6, -0.4, -0.2], [0.3, -0.1, 0.6], [-0.4, -0.8, 0.4], [-0.4, 0.4, 0.5], [0.2, 0.4, -0.4], [0.1, -0.1, -0.1], [0.1, 0.5, 0.3], [-0.7, -0.6, 0.6], [-1.1, 0.0, -0.2], [0.1, -0.6, -0.6], [0.4, -0.2, -0.2], [0.1, 0.2, 0.6]], "gap_ev": [4.627, 5.349], "largest_force_ev_per_a": 4.6, "lumo_ev": [-1.405, -1.408], "total_energy_ha": -6248.19270, "e_above_lowest_kj_mol": 197.4, "molar_mass_g_mol": 1297.15, "spin_multiplicity": 2, "s_squared": 0.776, "e_homo_ha": [-0.2217, -0.2483]}